{
  "formula": "C41H59IN3O39",
  "method": "ωB97M-V/def2-TZVPD",
  "total_charge": 1,
  "homo_ev": -12.30,
  "molar_mass_g_mol": 1344.809,
  "total_energy_ev": -135889.9189,
  "elements": ["I", "O", "O", "O", "O", "O", "O", "O", "O", "O", "O", "O", "O", "O", "O", "O", "O", "O", "O", "O", "O", "O", "O", "O", "O", "O", "O", "O", "O", "O", "O", "O", "O", "O", "O", "O", "O", "O", "O", "O", "N", "N", "N", "C", "C", "C", "C", "C", "C", "C", "C", "C", "C", "C", "C", "C", "C", "C", "C", "C", "C", "C", "C", "C", "C", "C", "C", "C", "C", "C", "C", "C", "C", "C", "C", "C", "C", "C", "C", "C", "C", "C", "C", "C", "H", "H", "H", "H", "H", "H", "H", "H", "H", "H", "H", "H", "H", "H", "H", "H", "H", "H", "H", "H", "H", "H", "H", "H", "H", "H", "H", "H", "H", "H", "H", "H", "H", "H", "H", "H", "H", "H", "H", "H", "H", "H", "H", "H", "H", "H", "H", "H", "H", "H", "H", "H", "H", "H", "H", "H", "H", "H", "H"],
  "positions_angstrom": [[0.8116, 3.4699, -3.3429], [-4.5711, 1.7477, -1.3060], [-1.4960, -3.3682, -2.7587], [6.2808, 4.7576, 1.6090], [2.4735, 1.7707, -1.6808], [-2.0729, -7.9412, 4.1263], [-0.4362, 5.3355, 0.9050], [-5.1163, -2.5220, 3.0416], [-1.6776, 3.8647, -8.9197], [1.8345, -4.6371, 5.7270], [4.8128, -2.9509, -5.6111], [1.8805, -2.1684, -8.6693], [5.6264, 0.6742, 7.3329], [-7.1730, -1.8135, 2.4609], [1.9787, 0.2598, 2.8300], [-2.5464, 1.0444, -2.0058], [-1.4933, 2.3544, -7.2959], [-4.2403, 3.8398, 4.2259], [-5.4218, -0.4949, 2.1219], [-2.0130, -1.7021, -4.1774], [-2.2753, -5.8804, 3.2511], [0.7125, -3.1750, -7.0756], [3.0763, -0.9401, 4.3787], [-6.1175, 4.2940, 5.3234], [6.1096, -1.4823, 6.9015], [-3.6323, -0.1000, -0.4382], [5.1899, 2.8539, 1.5578], [-5.9760, 4.7617, 3.1276], [4.1480, -0.2327, 2.5760], [-0.1038, -1.3191, -8.0369], [-4.1051, -7.0418, 3.7400], [-2.1533, -3.8064, -4.8671], [2.0385, -4.6618, 3.5156], [3.8853, -4.6289, 4.8065], [5.3756, -0.8489, 8.9304], [-2.5622, 4.9844, 1.5619], [3.6055, -1.1900, -4.9072], [5.7678, -0.9264, -5.3461], [-2.2268, 4.4308, -6.8113], [-2.0917, 5.2170, -0.5902], [1.6843, 2.6725, 0.7538], [6.4270, 3.6426, 1.3618], [4.6329, 1.1434, -1.0037], [-7.7147, -0.5389, 2.0801], [-6.5156, 0.1344, 1.4372], [-2.7670, -3.0185, -5.8994], [-3.8443, 5.0864, 0.8956], [5.1711, -0.7873, 3.4371], [-1.8508, -2.9999, -3.8371], [-3.3685, -5.1367, 2.6877], [1.7896, -4.0776, -7.3891], [-5.8390, -1.6875, 2.5854], [-4.5576, -5.7148, 3.4307], [5.2178, 0.4193, 9.5783], [4.7412, -1.8018, -5.3109], [-1.2872, 1.6372, -8.5235], [-1.6056, 5.1950, 0.6568], [3.9389, 0.1255, -4.4438], [-5.3164, 3.5259, 6.2287], [-0.9775, 2.7566, -9.4976], [5.7408, -0.6366, 7.6547], [4.0840, 3.3906, 0.8454], [3.1076, 2.2324, 0.6688], [-5.4930, 4.3405, 4.1303], [-2.7590, -7.0501, 3.7444], [-3.9342, 3.6525, 5.6133], [4.3551, -1.6393, 4.3841], [-1.6078, 0.0905, -1.4944], [2.6987, -4.6463, 4.6919], [-2.2420, -1.6286, -5.5975], [0.5133, -4.4256, 5.2142], [2.7607, -3.1659, -8.1135], [0.7566, -2.1466, -7.9407], [-3.4700, 4.7872, -0.5439], [-2.5081, -0.9125, -0.8124], [-1.8388, 3.6302, -7.5998], [0.6458, -4.9055, 3.7826], [2.9801, -0.2659, 3.2466], [1.2414, 3.4767, -0.4346], [4.9437, 1.3414, 8.4038], [3.2709, 1.3412, -0.5823], [-3.6703, 0.9678, -1.2574], [2.0694, 3.1113, -1.6678], [5.2427, 0.3950, -5.1715], [0.0865, 2.9967, -9.5318], [-3.3147, 2.7694, 5.7409], [5.6819, 0.0339, 3.9406], [5.9432, 1.0033, -4.6059], [-4.5524, 4.3869, 1.3218], [-2.4730, -3.3898, -6.8765], [-4.0540, 5.3338, -1.2777], [-2.0679, -1.3673, 0.0706], [-2.8386, -1.6965, -1.4899], [-0.4876, 0.9135, -8.4116], [0.1804, 3.2990, -0.5825], [5.0452, 2.0038, -1.3504], [1.1451, 1.8024, 0.7893], [-2.9457, -0.8309, -5.8186], [-3.8497, -3.0938, -5.7887], [-3.4083, -5.3368, 1.6156], [6.1464, 0.6642, 10.0948], [0.4461, -5.9712, 3.6802], [4.0704, 0.0976, -3.3620], [3.3164, -3.6549, -8.9075], [3.8822, 1.3966, 8.1579], [2.8949, 0.3512, -0.3077], [4.4057, 0.3693, 10.2972], [4.7814, -1.6739, 5.3814], [-5.3918, 3.9367, 7.2310], [5.0906, 0.8404, -6.1560], [1.3543, 4.5292, -0.1913], [-3.5101, 3.7255, -0.7795], [4.4155, 3.8115, -0.1092], [1.4779, 3.1613, 1.6273], [-1.3368, 2.5734, -10.5060], [5.8850, -1.3536, 2.8470], [-3.3964, 4.5310, 5.9721], [3.6079, 4.2050, 1.4049], [4.1877, -2.6470, 4.0168], [3.1413, 0.8196, -4.6913], [-6.4313, -0.0849, 0.3728], [-8.5541, -0.6783, 1.4058], [3.2522, 1.5734, 1.5188], [-4.7607, -5.1873, 4.3627], [-6.4809, 1.2101, 1.5825], [0.0265, -4.3560, 3.0813], [-5.6799, 2.4973, 6.2292], [-2.2103, 1.1128, -8.7759], [-0.2102, -4.9892, 5.7957], [-0.9361, 0.5998, -0.7956], [0.2831, -3.3601, 5.2777], [2.9047, 3.8033, -1.7901], [5.3413, 2.3442, 8.5296], [3.4525, -2.6792, -7.4304], [-4.2174, 6.1002, 1.0351], [5.1931, 0.8246, -0.2191], [-3.2337, -4.0737, 2.8560], [-1.0239, -0.3486, -2.2974], [1.3966, -4.8671, -8.0303], [-5.4655, -5.7601, 2.8379], [2.1944, -4.5091, -6.4790], [-8.0551, -0.0228, 2.9787], [-1.2963, -1.4275, -6.0949]],
  "forces_ev_per_angstrom": [[0.063, -0.056, -0.229], [-0.001, 0.017, 0.029], [0.001, 0.096, 0.020], [-0.085, -0.030, -0.392], [-0.157, -0.100, 0.075], [0.005, 0.011, 0.027], [-0.036, -0.136, 0.318], [-0.050, -0.011, -0.018], [0.015, -0.002, -0.014], [-0.005, 0.025, 0.014], [0.022, -0.018, 0.012], [-0.032, 0.012, -0.007], [-0.057, 0.012, -0.010], [-0.028, -0.002, 0.023], [-0.094, 0.248, -0.101], [-0.009, 0.069, 0.116], [0.035, 0.053, -0.054], [0.006, -0.011, -0.012], [0.020, 0.039, 0.059], [-0.032, 0.017, 0.079], [-0.033, 0.135, -0.032], [-0.043, -0.018, -0.007], [0.035, -0.038, 0.088], [-0.014, -0.006, -0.002], [0.062, 0.120, 0.094], [-0.028, 0.056, -0.074], [0.143, -0.200, -0.567], [-0.018, -0.063, 0.004], [0.003, 0.013, -0.004], [0.053, -0.026, -0.035], [-0.031, -0.004, -0.007], [-0.009, -0.010, 0.011], [0.002, 0.059, 0.001], [-0.098, -0.044, -0.078], [0.014, 0.008, 0.033], [-0.019, -0.008, 0.011], [-0.024, -0.014, -0.034], [0.008, -0.023, 0.012], [0.061, -0.053, 0.044], [0.008, -0.023, -0.016], [-0.151, -0.508, -0.268], [0.055, 0.047, 0.647], [-0.047, 0.253, -0.022], [-0.017, 0.124, -0.027], [-0.124, 0.025, -0.121], [-0.066, 0.073, -0.083], [-0.063, 0.016, -0.251], [0.123, -0.026, 0.118], [0.003, -0.054, -0.052], [-0.071, 0.026, -0.041], [0.109, -0.096, -0.044], [0.083, -0.025, -0.024], [-0.013, 0.121, -0.004], [0.009, 0.111, 0.050], [0.011, 0.055, 0.039], [0.007, -0.064, -0.112], [0.049, 0.120, -0.175], [0.047, 0.122, 0.121], [0.078, -0.073, 0.064], [0.053, -0.066, -0.015], [0.079, -0.061, 0.047], [-0.340, 0.415, 0.110], [0.439, 0.067, 0.283], [-0.062, 0.025, 0.067], [0.066, -0.019, 0.007], [0.026, 0.000, 0.115], [0.220, -0.013, -0.079], [0.227, -0.164, -0.084], [-0.002, -0.137, 0.140], [0.053, 0.047, -0.127], [-0.153, 0.015, -0.051], [0.090, -0.054, 0.068], [0.032, -0.003, 0.010], [-0.121, -0.053, 0.041], [0.081, -0.209, 0.103], [-0.037, 0.014, 0.043], [-0.119, -0.086, 0.015], [-0.020, -0.127, -0.165], [0.110, 0.248, -0.116], [-0.055, 0.037, 0.076], [0.106, -0.285, 0.107], [-0.009, -0.082, -0.006], [-0.169, 0.243, 0.091], [-0.083, 0.103, -0.039], [0.003, -0.003, 0.019], [-0.027, -0.035, -0.115], [-0.045, 0.024, 0.001], [0.075, -0.123, 0.036], [0.138, -0.035, 0.123], [0.120, -0.065, 0.061], [0.109, 0.107, -0.006], [-0.092, 0.066, 0.078], [0.002, 0.020, -0.030], [0.005, 0.026, 0.124], [0.023, -0.094, 0.050], [0.023, 0.001, 0.040], [-0.055, 0.045, 0.168], [-0.047, 0.000, 0.144], [-0.001, 0.006, 0.006], [-0.012, -0.033, 0.005], [0.011, 0.009, -0.018], [0.010, -0.006, 0.001], [0.011, -0.025, -0.002], [-0.098, 0.050, -0.101], [-0.005, -0.016, 0.010], [-0.124, 0.044, -0.023], [-0.035, -0.110, -0.046], [-0.279, 0.026, -0.065], [-0.053, 0.101, -0.046], [-0.013, -0.006, -0.002], [-0.052, -0.009, -0.032], [-0.010, 0.021, -0.003], [0.033, -0.022, 0.016], [0.041, 0.085, -0.030], [-0.099, 0.079, 0.022], [-0.097, -0.005, -0.103], [-0.019, 0.012, 0.006], [0.010, -0.016, 0.011], [0.042, 0.046, -0.053], [-0.075, -0.060, -0.093], [0.027, -0.002, 0.001], [0.034, -0.132, -0.016], [0.033, 0.019, 0.066], [0.013, 0.024, -0.010], [0.098, -0.013, 0.095], [0.122, 0.044, -0.072], [0.011, -0.006, -0.013], [-0.012, 0.016, -0.015], [0.105, -0.082, 0.050], [-0.063, 0.022, 0.042], [0.021, 0.005, -0.010], [0.089, -0.114, 0.029], [0.096, -0.030, -0.067], [-0.048, -0.050, -0.033], [0.016, 0.007, 0.022], [0.045, -0.095, -0.076], [0.067, -0.020, 0.088], [-0.112, 0.110, -0.136], [-0.007, 0.006, -0.007], [0.014, -0.109, -0.013], [-0.051, 0.122, 0.080], [0.024, -0.007, 0.015], [-0.022, -0.020, -0.004]],
  "mulliken_charge": [0.174, -0.591, -0.551, -0.212, -0.131, -0.521, -0.644, -0.569, -0.336, -0.350, -0.556, -0.392, -0.300, -0.340, -0.665, -0.255, -0.230, -0.223, -0.193, -0.206, -0.237, -0.290, -0.326, -0.352, -0.589, -0.218, -0.212, -0.516, -0.371, -0.492, -0.360, -0.395, -0.336, -0.577, -0.304, -0.240, -0.313, -0.365, -0.537, -0.318, 0.107, 0.237, -0.477, -0.320, -0.197, -0.380, -0.147, -0.325, 0.571, -0.275, -0.357, 0.594, -0.251, -0.344, 0.638, 0.011, 0.659, 0.147, -0.372, -0.364, 0.689, -1.099, 0.847, 0.651, 0.568, -0.314, 0.023, 0.453, 0.667, 0.075, -0.339, 0.182, 0.584, 0.247, -0.234, 0.607, -0.039, 0.712, -1.200, -0.270, -0.617, 0.537, -0.113, -0.406, 0.273, 0.293, 0.233, 0.312, 0.142, 0.304, 0.327, 0.395, 0.089, 0.098, 0.485, 0.286, 0.551, 0.348, 0.292, 0.219, 0.279, 0.237, -0.008, 0.341, 0.251, 0.430, 0.291, 0.039, 0.301, 0.271, 0.368, -0.249, 0.534, 0.569, 0.302, 0.404, 0.282, 0.431, 0.146, 0.222, 0.141, 0.305, -0.484, 0.246, 0.316, 0.207, 0.256, 0.213, 0.288, -0.397, 0.269, 0.403, 0.288, -0.270, 0.254, 0.278, 0.306, 0.230, 0.279, 0.321, 0.327, 0.260, -0.050]
}